No. 1
A cluster of 2 separate species, C4H9NO in total. Source: the Open Molecules 2025 dataset; level of theory: ωB97M-V/def2-TZVPD.

Each line ends with the Löwdin charge.
Atoms and positions in Å:
1 O -0.9252 -0.3844 -0.1109  -0.08
2 N 1.2093 1.1741 -1.5403  0.00
3 C 1.5331 -0.1290 -0.7913  -0.32
4 C 2.1918 -0.1380 0.3393  -0.06
5 C -1.7699 -0.5583 0.9461  -0.25
6 C -3.1185 -0.2505 1.0041  0.04
7 H -0.3896 0.4339 0.1124  0.09
8 H 2.0362 1.7336 -1.2332  0.07
9 H 1.4416 -1.0203 -1.4553  0.12
10 H 2.9665 0.6197 0.7489  0.10
11 H 2.2679 -1.2705 0.5948  0.09
12 H -3.6920 -0.1664 1.8463  0.01
13 H -1.4045 -0.9519 1.8867  0.10
14 H -3.7789 -0.1399 0.2123  0.02
15 H 1.4321 1.0478 -2.5599  0.08

energy = -7827.778 eV
E_LUMO = 0.0350 Eh
frontier orbital gap = 9.93 eV
SMILES = C=CN.C=CO
ΔE to the lowest compared entry with this formula, charge and spin = 438.24 kJ/mol



No. 2
A cluster of 2 separate species, C4H10N2O2 in total. Source: the Open Molecules 2025 dataset; level of theory: ωB97M-V/def2-TZVPD.

Each line ends with the Löwdin charge.
Atoms and positions in Å:
1 O 4.1454 -1.9685 -4.3660  0.05
2 O -4.6189 -0.4115 5.4929  0.00
3 N -2.7848 0.6700 6.4023  0.13
4 N 2.3136 -0.8047 -4.0278  0.14
5 C 3.4151 -1.0875 -4.7199  -0.66
6 C -3.6145 0.3236 5.3522  -0.55
7 C 3.6285 -0.3397 -6.0054  -0.02
8 C -3.2073 0.8566 3.9808  -0.02
9 H 1.9794 -1.2888 -3.1908  0.12
10 H -3.5894 0.2502 3.1424  0.09
11 H -3.0808 0.5425 7.3732  0.11
12 H -2.1055 0.8696 3.9322  0.07
13 H 4.4001 -0.9690 -6.4800  0.09
14 H 1.8251 0.0278 -4.3665  0.11
15 H -3.5768 1.8895 3.8649  0.09
16 H 2.7320 -0.3377 -6.6479  0.08
17 H -1.8730 1.0855 6.1960  0.10
18 H 4.0118 0.6920 -5.9328  0.09

energy = -11386.033 eV
E_LUMO = 0.0301 Eh
frontier orbital gap = 10.61 eV
SMILES = CC(N)=O.CC(N)=O
ΔE to the lowest compared entry with this formula, charge and spin = 83.90 kJ/mol



No. 3
A structure of composition H10O9PTl. Source: the Open Molecules 2025 dataset; level of theory: ωB97M-V/def2-TZVPD.

Each line ends with the Löwdin charge.
Atoms and positions in Å:
1 Tl -0.7502 -0.1228 0.6615  1.29
2 P 1.9379 1.4790 -0.8632  0.13
3 O 3.2569 0.9492 -0.3071  0.03
4 O -1.7199 1.3362 -1.6654  -0.10
5 O -2.8589 0.4202 2.6886  -0.12
6 O 2.1181 2.6127 -1.9156  -0.07
7 O 1.9739 -0.2641 1.8924  -0.10
8 O 0.7625 -2.6558 0.2258  -0.10
9 O 1.1300 0.3003 -1.4646  -0.14
10 O 1.0030 2.0430 0.2570  -0.15
11 O -1.1602 -1.4899 -1.7494  -0.12
12 H -3.1745 1.3141 2.8210  0.05
13 H 1.4773 -2.7848 0.8492  0.04
14 H -0.6517 -0.8647 -2.2659  0.01
15 H -3.2822 -0.0887 3.3800  0.05
16 H -2.6449 1.5335 -1.8129  0.06
17 H 0.4656 -3.5409 0.0145  0.06
18 H -1.5517 -2.0748 -2.3980  0.07
19 H -1.2590 1.8216 -2.3496  0.06
20 H 2.4043 -0.1291 2.7367  0.07
21 H 2.5235 0.2055 1.2651  -0.02

energy = -32562.363 eV
charge = +1
E_LUMO (spin up / spin down) = -0.3054 / -0.3265 Eh
frontier orbital gap (spin up / spin down) = 6.37 / 5.39 eV
multiplicity = 2



No. 4
The ion C9H18NO with charge +1. Source: the Open Molecules 2025 dataset; level of theory: ωB97M-V/def2-TZVPD.

Each line ends with the Löwdin charge.
Atoms and positions in Å:
1 O 1.2381 2.7797 0.8391  0.25
2 N 1.1513 -1.0795 0.2979  -0.36
3 C -0.3207 1.0402 -0.1354  -0.45
4 C -2.8468 0.9839 0.2292  -0.08
5 C 1.4178 -1.9571 1.4429  0.02
6 C -0.4048 1.0899 -1.6150  -0.02
7 C -1.5374 1.7597 0.4737  -0.18
8 C 0.9172 -1.8444 -1.0227  0.01
9 C 2.3923 -0.3694 0.0558  0.03
10 C -0.1704 -0.4123 0.4879  -0.07
11 C 0.9023 1.8245 0.2894  -0.05
12 H -1.0664 0.4358 -2.0192  0.07
13 H -3.5763 1.3216 0.9236  0.07
14 H 2.7855 0.1755 0.9268  0.08
15 H 2.7456 -0.1102 -0.9630  0.09
16 H 0.5327 -2.0863 2.0300  0.10
17 H 1.7836 -2.3540 -1.3575  0.11
18 H 0.6460 -1.3484 -1.8754  0.07
19 H -0.3019 -0.3339 1.6154  0.16
20 H 0.0580 -2.4831 -0.9448  0.11
21 H 2.1571 -1.5725 2.0546  0.08
22 H -0.7421 2.0215 -1.8602  0.08
23 H -1.4212 1.7160 1.6476  0.16
24 H -3.2784 0.9849 -0.8308  0.12
25 H 1.7604 -2.8909 0.9209  0.14
26 H 0.4733 0.9198 -2.1904  0.10
27 H -1.6954 2.8404 0.1920  0.15
28 H -2.5636 -0.0314 0.4236  0.04
29 H -1.0358 -1.0200 -0.0359  0.17

energy = -13150.638 eV
charge = +1
E_LUMO (spin up / spin down) = -0.1282 / -0.1526 Eh
frontier orbital gap (spin up / spin down) = 8.87 / 7.18 eV
ΔE to the lowest compared entry with this formula, charge and spin = 377.89 kJ/mol



Question: What is the energy in the first record?
Answer: -7827.778 eV